Below is a molecular structure, C21H24MoNO2Se4Si at a distorted geometry, with properties calculated with ωB97M-V/def2-TZVPD.

**Expectation value of S²**: 1.22
**Spin multiplicity**: 2
**Lowest unoccupied orbital energy (spin up / spin down)**: -0.2877 / -0.3325 hartree
**Highest occupied orbital energy (spin up / spin down)**: -14.1 / -14.1 eV
**Net charge**: +2
**Gap between HOMO and LUMO (spin up / spin down)**: 0.231 / 0.186 hartree
**ΔE to the lowest compared entry with this formula, charge and spin**: 2.0168 eV
**Largest force on an atom**: 2.72 eV/Å

Geometry as XYZ:
```
54
Properties=species:S:1:pos:R:3:forces:R:3:mulliken_charge:R:1
Mo -0.20310 -0.43290 0.08540 1.249 2.232 0.918 1.393
Se 2.08170 -0.36070 0.81240 1.639 0.782 1.079 0.154
Se 2.90950 1.66810 1.57010 -0.918 0.001 -0.959 0.034
Se 1.51290 3.21970 0.39630 0.232 -0.843 0.690 0.009
Se -0.46580 2.04450 0.30500 0.629 0.804 -0.290 0.030
O -1.98690 -0.29450 0.00890 -2.577 -0.374 -0.053 -0.549
N -3.30220 -0.16330 -0.01270 -1.355 0.401 -0.037 0.240
C -3.94710 -0.27050 -1.18620 0.063 0.078 -0.562 -0.117
C -5.31950 -0.13810 -1.22470 -0.056 0.122 0.258 -0.834
C -6.01990 0.11040 -0.05130 0.299 -0.015 -0.111 -0.097
C -5.31830 0.20290 1.14770 0.072 -0.015 -0.174 -0.820
C -3.95000 0.05780 1.14470 -0.081 0.095 0.599 -0.059
H -3.34300 -0.45500 -2.06720 0.026 0.046 0.205 0.578
H -5.83860 -0.22350 -2.16770 0.114 -0.014 -0.082 0.479
H -7.09200 0.23960 -0.07460 -0.051 -0.026 0.035 0.465
H -5.83420 0.39830 2.07380 0.064 -0.014 0.135 0.450
H -3.33520 0.11610 2.03700 -0.036 -0.013 -0.166 0.489
C -0.50590 -4.63100 1.10160 0.066 0.280 -0.274 -1.699
C 0.60230 -4.74440 0.04670 -0.124 0.469 -0.454 1.864
C 1.96270 -4.42130 0.67770 -0.182 0.285 -0.229 -1.596
C 0.62190 -6.16660 -0.51520 -0.035 0.203 -0.174 -1.744
Si 0.28140 -3.41700 -1.33320 0.194 -2.087 -1.254 -0.692
O 0.19020 -1.99810 -0.46460 0.602 -0.715 -0.004 0.260
C 1.66740 -3.07650 -2.56770 -0.695 -0.262 0.546 0.883
C 2.15230 -4.10020 -3.37820 -0.061 0.036 0.135 -0.261
C 3.18180 -3.86520 -4.27150 0.006 -0.155 -0.079 -0.763
C 3.74310 -2.60380 -4.36560 0.023 0.038 0.052 -0.571
C 3.26830 -1.57520 -3.56610 0.046 0.102 -0.026 -0.861
C 2.23110 -1.80870 -2.68280 -0.296 0.287 0.359 0.019
C -1.46630 -3.34840 -2.08200 0.691 -0.207 0.292 0.508
C -1.69530 -3.67130 -3.41740 0.104 -0.004 0.107 -0.343
C -2.98440 -3.78760 -3.90760 -0.049 -0.045 -0.092 -0.781
C -4.06810 -3.56960 -3.07440 0.031 0.040 0.001 -0.744
C -3.85640 -3.19550 -1.75640 -0.007 -0.131 0.142 -0.985
C -2.56560 -3.07790 -1.26500 0.095 -0.228 0.207 -0.323
H -0.29650 -5.28840 1.94370 0.077 -0.051 0.084 0.557
H -1.46980 -4.92170 0.68720 -0.119 0.002 0.025 0.346
H -0.57200 -3.60410 1.48090 -0.095 -0.111 0.141 0.221
H 2.18370 -5.11750 1.48510 -0.027 -0.047 0.111 0.512
H 1.96660 -3.40490 1.09000 0.116 -0.102 0.090 0.228
H 2.76150 -4.49680 -0.05810 0.120 0.025 -0.020 0.369
H 0.71150 -6.87730 0.30520 0.025 -0.084 0.074 0.468
H 1.47050 -6.31780 -1.17800 0.093 -0.072 -0.094 0.376
H -0.29080 -6.40050 -1.06060 -0.106 -0.079 -0.047 0.380
H 1.71790 -5.08340 -3.29750 0.012 -0.279 -0.086 0.343
H 3.54910 -4.67220 -4.88640 0.044 -0.053 -0.083 0.433
H 4.55210 -2.42570 -5.05730 0.066 0.039 -0.047 0.419
H 3.70850 -0.59330 -3.62680 0.064 0.145 -0.070 0.435
H 1.84070 -0.98700 -2.06650 0.302 -0.242 -0.364 0.133
H -0.85520 -3.84280 -4.07120 0.123 -0.099 -0.166 0.446
H -3.14390 -4.08600 -4.93020 -0.026 0.014 -0.184 0.457
H -5.07050 -3.70810 -3.44700 -0.132 0.005 -0.043 0.467
H -4.69890 -3.05190 -1.09620 -0.116 0.011 0.076 0.617
H -2.40340 -2.82490 -0.21630 -0.141 -0.173 -0.137 0.775
```
Forces are in eV/Å.